55
Properties=species:S:1:pos:R:3:mulliken_spin:R:1 method="wB97M-V/def2-TZVPD" mol_weight_g_mol=550.7 multiplicity=3 e_above_lowest_ev=0.000 homo_ev="-6.7 / -7.5" s2=2.009 fmax_ha_per_bohr=0.0047 total_charge=0 homo_lumo_gap_ev="6.720 / 7.487"
C -0.56 -0.88 2.90 0.00
H -2.93 2.88 -1.87 0.00
C 2.88 -0.21 1.31 0.03
H 2.85 1.79 -1.42 0.00
C -3.68 1.56 0.66 0.01
C 3.17 1.01 -0.73 0.03
H 2.14 -1.47 -2.33 0.00
H -1.68 4.07 -2.19 0.00
H -4.04 2.09 -0.23 0.00
C 3.99 -0.97 1.02 -0.02
H 2.33 -0.40 2.22 0.00
C -3.73 0.05 0.47 0.00
H 0.60 -4.07 0.36 0.00
H 3.42 -3.50 -0.07 0.00
C 1.18 1.54 0.71 0.14
H -2.15 1.24 -3.93 0.00
H -3.75 0.98 -2.03 0.00
H 4.83 0.40 -1.96 0.00
S -0.77 1.87 -2.07 0.05
H -0.19 -2.48 0.26 0.00
H -0.86 3.96 0.12 0.00
H 2.49 -4.52 -1.19 0.00
H 3.40 -3.11 -1.79 0.00
C 4.68 -0.76 -0.17 0.03
F -1.32 0.87 4.31 0.00
H -4.75 -0.25 0.22 0.00
H -2.58 4.31 0.11 0.00
C 4.27 0.23 -1.04 -0.02
C -3.04 0.19 -2.27 0.00
H 1.21 -2.69 1.31 0.00
H 1.03 1.68 1.78 0.00
H -3.56 -0.52 -2.92 0.00
C 2.80 -3.50 -0.97 0.00
H 4.33 -1.74 1.71 0.00
C -1.57 -0.41 3.99 0.00
Ni -0.46 0.50 0.03 1.63
H -4.34 1.84 1.48 0.00
Cl 6.04 -1.78 -0.58 0.00
F -1.51 -1.13 5.10 0.00
S -2.58 -0.65 -0.73 0.04
O 0.44 -1.45 3.30 0.01
C 0.76 -2.99 0.36 0.00
C -1.84 3.54 -0.12 0.00
N 1.63 -2.66 -0.76 0.01
C 2.43 0.80 0.44 -0.03
H 1.22 2.52 0.23 0.00
H -1.15 -0.06 -3.28 0.00
H -3.45 -0.45 1.40 0.00
O -0.93 -0.58 1.73 0.02
C 1.42 -1.59 -1.51 0.01
O 0.49 -0.78 -1.37 0.00
S -2.01 2.17 1.05 0.07
C -1.92 3.19 -1.60 0.01
C -1.83 0.75 -3.01 0.00
F -2.85 -0.45 3.55 0.00